# C9H12ClFGaN2O7

C9H12ClFGaN2O7 as an isolated structure (ωB97M-V/def2-TZVPD, OMol25).

Output
E in eV: -94460.6666
Net charge: -1
HOMO in eV: -5.4
Lowest unoccupied orbital energy in hartree: 0.0833
Largest force on an atom in Eh/bohr: 0.01305

```
33
C9H12ClFGaN2O7, DFT ωB97M-V/def2-TZVPD
N 2.73 -1.82 1.26
C 1.59 -1.41 0.86
C 1.16 -0.01 0.92
Ga 1.00 0.88 -0.88
Cl 1.01 3.10 -0.57
C -0.72 0.42 -1.84
C -0.61 -0.89 -2.48
O -0.36 -1.95 -1.93
O -0.79 -0.87 -3.83
C 2.53 0.44 -2.18
O 2.37 0.38 -3.37
N 3.89 0.07 -1.67
C 4.68 -0.69 -2.51
O 5.75 -0.45 -2.97
F 4.08 -1.88 -2.73
H 2.82 -2.82 1.07
H 0.88 -2.11 0.40
H 1.83 0.56 1.57
H 0.14 0.05 1.34
H -1.50 0.40 -1.07
H -0.95 1.19 -2.57
H -0.48 -1.72 -4.14
H 4.41 0.93 -1.48
C -3.38 0.12 3.56
C -4.51 1.01 3.06
O -3.81 1.97 2.27
C -2.63 1.42 1.87
O -1.89 1.90 1.07
O -2.41 0.25 2.52
H -3.65 -0.93 3.67
H -2.95 0.48 4.49
H -5.21 0.47 2.42
H -5.05 1.51 3.86
```